DFT (wB97M-V/def2-TZVPD) results for a molecular structure, C59H37BrF2InN11P2Se2 at a distorted geometry.

The geometry in XYZ format:
```
115
C59H37BrF2InN11P2Se2 | OMol25 | wB97M-V/def2-TZVPD
In -0.404 -0.767 -0.177
C 4.682 -0.772 4.056
C 3.695 -1.015 5.005
C 2.364 -1.150 4.642
C 2.041 -1.003 3.303
C 0.778 -1.069 2.575
N 1.035 -0.758 1.289
C 2.356 -0.618 1.058
N 2.978 -0.546 -0.103
C 2.411 -0.590 -1.294
C 3.151 -0.760 -2.532
C 4.500 -0.926 -2.787
C 4.894 -1.132 -4.096
C 3.960 -1.153 -5.131
C 2.605 -1.004 -4.886
C 2.198 -0.809 -3.575
C 0.896 -0.689 -2.935
N -0.270 -0.681 -3.564
C -1.446 -0.866 -2.988
N -1.675 -1.364 -1.753
C -2.992 -1.408 -1.474
N -3.571 -1.820 -0.360
C -2.972 -1.945 0.809
N -1.749 -1.512 1.155
C -1.470 -1.735 2.454
N -0.346 -1.513 3.105
C -2.631 -2.401 3.032
C -2.891 -2.897 4.296
C -4.085 -3.574 4.494
C -5.006 -3.735 3.463
C -4.768 -3.209 2.203
C -3.573 -2.545 1.991
C -3.715 -0.934 -2.642
C -5.056 -0.683 -2.869
C -5.417 -0.098 -4.070
C -4.454 0.252 -5.013
C -3.107 0.020 -4.791
C -2.738 -0.589 -3.604
N 1.101 -0.544 -1.611
C 3.039 -0.738 2.342
C 4.368 -0.640 2.714
H 5.713 -0.674 4.373
H 3.983 -1.090 6.046
H 1.592 -1.345 5.373
H 5.207 -0.909 -1.972
H 5.944 -1.282 -4.324
H 4.308 -1.298 -6.146
H 1.884 -1.044 -5.691
H -2.175 -2.760 5.093
H -4.310 -3.993 5.466
H -5.925 -4.278 3.658
H -5.484 -3.310 1.400
H -5.784 -0.915 -2.109
H -6.459 0.109 -4.276
H -4.769 0.740 -5.925
H -2.355 0.329 -5.504
H 5.129 -0.447 1.974
Se -2.679 3.992 6.482
P -2.844 4.069 4.380
C -4.570 3.776 3.880
C -4.973 4.014 2.571
C -6.273 3.741 2.191
C -7.177 3.235 3.113
C -6.780 3.015 4.422
C -5.478 3.284 4.804
C -2.536 5.738 3.704
C -2.642 6.864 4.508
C -2.470 8.123 3.961
C -2.212 8.258 2.606
C -2.109 7.137 1.800
C -2.254 5.876 2.350
C -1.922 2.911 3.403
C -0.694 2.756 2.725
N -0.709 1.508 2.232
N -1.846 0.956 2.551
N -2.596 1.759 3.254
P 0.821 3.702 2.732
Se 2.510 2.735 1.950
C 0.732 5.323 1.875
C 1.286 6.496 2.377
C 1.394 7.614 1.569
C 0.990 7.567 0.246
C 0.481 6.388 -0.273
C 0.350 5.276 0.537
C 0.940 3.986 4.530
C 1.434 2.908 5.259
C 1.416 2.946 6.639
C 0.932 4.066 7.293
C 0.450 5.141 6.568
C 0.424 5.094 5.186
H -4.275 4.402 1.846
H -6.577 3.916 1.167
H -8.191 3.007 2.808
H -7.483 2.624 5.147
H -5.155 3.112 5.822
H -2.848 6.736 5.564
H -2.546 9.002 4.588
H -2.088 9.242 2.174
H -1.906 7.240 0.744
H -2.139 4.997 1.732
H 1.657 6.535 3.391
H 1.821 8.524 1.973
H 1.099 8.439 -0.385
H 0.199 6.337 -1.316
H -0.030 4.354 0.132
H 1.806 2.039 4.729
H 1.756 2.094 7.210
H 0.896 4.085 8.372
H 0.042 6.002 7.077
H -0.029 5.905 4.628
F -0.787 2.436 -0.343
C -1.304 1.234 -0.771
F -2.644 1.297 -0.413
H -1.316 1.335 -1.876
Br 0.391 -3.379 -0.287
```

Output
Maximum force ... 0.03578 hartree/bohr
Highest occupied orbital energy (alpha / beta) ... -1.7 / -1.8 eV
Net charge ... -2
E_LUMO (alpha / beta) ... 3.1 / 3.2 eV
HOMO-LUMO gap (alpha / beta) ... 4.810 / 4.945 eV
Calculated total energy ... -11322.54589 Ha